Record 1
# C50H68CdClGe2N12P

A molecular structure, C50H68CdClGe2N12P (wB97M-V/def2-TZVPD, the Open Molecules 2025 dataset).

The LUMO energy (spin up / spin down) comes out at -1.887 / -1.885 eV. The multiplicity is 2. The total charge is +1. The calculation puts the HOMO energy (spin up / spin down) at -7.21 / -8.48 eV. The energy above the lowest of the compared OMol25 structures with the same formula, charge and spin is 53.1 kcal per mole.

CARTESIAN COORDINATES (ANGSTROEM)
1 Cl -2.83 -7.48 -3.19
2 H 3.59 -2.52 2.75
3 C 0.63 1.92 1.43
4 H 2.34 -4.94 2.60
5 C 4.35 -3.21 2.39
6 C 0.50 5.71 -4.31
7 C -1.10 -6.02 -1.74
8 H -0.73 -3.98 5.42
9 H -3.71 4.73 -2.82
10 H 0.75 5.09 -6.35
11 H -0.47 -0.38 3.36
12 C -0.28 6.00 0.29
13 H 0.12 6.08 -2.25
14 C -0.02 1.77 3.54
15 H -5.16 1.55 -0.54
16 C -1.51 -3.73 -1.09
17 H -1.91 0.26 -2.18
18 C 4.45 3.97 1.05
19 H -3.41 4.73 0.37
20 C -3.14 -4.92 -2.41
21 H -3.35 -2.88 -1.79
22 H -3.79 6.78 1.64
23 H 0.84 6.72 -4.50
24 N -3.28 -3.80 1.88
25 Ge -3.09 2.52 -1.71
26 H -0.05 4.60 3.04
27 C -2.70 -2.70 1.40
28 H -0.74 2.13 -3.66
29 H 4.34 -5.31 -0.25
30 Cd 1.59 -0.76 0.49
31 H -5.10 -2.77 0.48
32 C -2.90 -0.28 1.23
33 C 0.84 4.01 2.84
34 H 1.51 4.04 3.69
35 C 0.45 4.80 -5.36
36 H 4.94 -1.73 0.09
37 H -4.22 2.46 0.66
38 C -4.85 -1.74 0.70
39 C -0.45 -3.11 2.14
40 H 4.75 -0.45 2.32
41 H 0.72 5.80 -0.09
42 N 3.86 -3.89 1.20
43 C -0.50 7.17 1.01
44 H -0.02 -2.37 -0.46
45 C 2.88 -3.30 0.41
46 H 2.68 3.31 -3.77
47 C -2.86 0.70 -2.47
48 H -5.00 -1.15 -0.21
49 C 0.00 3.50 -5.11
50 H 4.66 4.47 2.00
51 H -1.90 -5.13 1.03
52 H 2.53 0.65 -4.34
53 H 5.29 -2.84 -1.25
54 C 2.09 0.65 -3.36
55 H -5.24 -4.30 2.49
56 H -1.94 8.36 2.06
57 C 4.43 0.48 1.88
58 H 3.36 -4.12 -2.24
59 H -2.89 0.75 -3.56
60 C -4.38 -3.73 2.84
61 C 2.79 -3.21 -2.02
62 H -2.59 -0.11 2.27
63 C 1.34 -0.27 -2.71
64 H 2.93 -2.52 -2.85
65 H 5.30 4.11 0.39
66 H -0.24 2.11 4.53
67 C 3.18 1.85 0.70
68 N 0.47 2.62 2.58
69 H -3.44 -5.84 1.52
70 H 0.26 -4.83 -0.57
71 N 3.33 0.57 1.06
72 C -2.66 -5.12 1.80
73 H 4.62 -1.24 -1.57
74 C 0.82 -4.63 4.07
75 H 1.03 -1.25 -3.04
76 H -4.67 -2.70 3.02
77 N 0.25 0.66 1.63
78 H -1.90 -2.71 3.66
79 H -2.23 -5.40 2.76
80 C -0.69 -4.86 -1.09
81 H 5.85 2.05 2.54
82 H 1.29 -5.31 4.77
83 H 5.74 -4.39 0.34
84 C 1.52 1.44 -1.39
85 C -0.95 -3.19 3.43
86 H -2.04 -0.10 0.59
87 H 0.32 7.86 1.18
88 N 1.64 -2.93 0.88
89 H -3.67 0.04 -2.15
90 H -4.83 3.45 -3.32
91 H -3.68 0.42 0.98
92 C -0.32 -3.93 4.42
93 C -2.57 5.40 0.54
94 C 4.78 -4.84 0.63
95 H 1.74 -3.47 -1.96
96 H -4.03 -4.16 3.79
97 N -1.36 -2.62 1.13
98 H -0.47 -6.90 -1.74
99 H 5.00 -5.63 1.36
100 H -4.08 -4.95 -2.94
101 C 2.98 2.92 -2.80
102 Ge -0.93 3.42 -0.96
103 N 0.99 0.22 -1.47
104 H -1.60 -1.62 -0.72
105 N 2.21 1.72 -2.51
106 H 4.56 -3.92 3.19
107 H 1.33 4.42 1.97
108 C -1.31 5.09 0.04
109 C 0.92 -3.50 1.90
110 C -2.80 6.56 1.27
111 C -0.40 3.14 -3.83
112 H -0.06 2.78 -5.92
113 N 3.23 -2.58 -0.78
114 H -5.20 3.31 -0.53
115 C 0.10 5.34 -3.04
116 C -2.32 -6.04 -2.39
117 C 4.59 -2.08 -0.88
118 C -1.76 7.45 1.51
119 N 4.19 2.56 1.27
120 H -5.52 -1.36 1.47
121 H 4.04 2.69 -2.80
122 C -0.35 4.05 -2.76
123 H -3.22 3.57 -4.06
124 C -0.15 0.56 2.94
125 H 3.57 4.42 0.59
126 C -3.78 3.68 -3.13
127 N -3.45 -1.63 1.09
128 H 2.76 3.67 -2.05
129 C -1.09 -2.50 -0.33
130 C 1.42 -4.44 2.83
131 C -4.55 2.45 -0.38
132 H 5.28 -2.65 2.19
133 P 1.35 2.71 -0.07
134 C 4.98 1.71 2.01
135 C -2.72 -3.77 -1.76

Results of the Mulliken charge analysis, in e, for atoms 1 through 99: Cl -0.199; H 0.212; C -0.749; H 0.638; C -1.088; C -0.652; C -1.306; H 0.445; H 0.395; H 0.372; H 0.472; C -0.319; H 0.319; C -1.824; H 0.508; C 0.056; H -0.175; C -0.893; H 0.096; C -1.099; H 0.425; H 0.438; H 0.431; N 0.489; Ge 1.338; H 0.353; C -1.709; H 0.060; H 0.308; Cd 4.555; H 0.434; C -0.496; C -0.900; H 0.389; C -0.777; H 0.354; H 0.409; C -1.287; C 0.499; H 0.185; H 0.317; N 0.605; C -0.865; H -0.783; C -1.379; H 0.398; C -0.797; H 0.316; C -0.744; H 0.363; H 0.029; H 0.716; H 0.356; C -1.527; H 0.364; H 0.396; C -0.538; H 0.303; H 0.597; C -1.275; C -1.279; H 0.151; C -0.804; H 0.441; H 0.303; H 0.565; C -0.677; N 0.408; H 0.456; H 0.553; N -0.022; C -0.537; H 0.122; C -0.811; H 0.829; H 0.395; N 0.668; H 0.522; H 0.318; C 0.294; H 0.509; H 0.448; H 0.324; C -1.197; C -0.291; H -0.096; H 0.421; N 2.448; H 0.342; H 0.478; H 0.285; C -1.157; C -0.594; C -1.157; H 0.182; H 0.400; N 1.523; H 0.478; H 0.332


Record 2
# C9H23GaNOYb

A molecular structure, C9H23GaNOYb (wB97M-V/def2-TZVPD, the Open Molecules 2025 dataset).

The LUMO energy comes out at -5.787 eV. The multiplicity is 1. The total charge is +1. The calculation puts the HOMO energy at -9.80 eV.

CARTESIAN COORDINATES (ANGSTROEM)
1 H -1.89 0.39 1.51
2 Yb -1.03 -1.12 -1.60
3 H -0.08 3.18 0.94
4 H -1.40 -0.15 -0.08
5 C 2.27 -0.66 0.95
6 H -1.78 2.13 -0.94
7 H 0.41 -3.64 1.35
8 H 3.12 1.07 -2.08
9 H 1.42 -3.07 -0.66
10 H -0.06 -2.22 -1.07
11 O -3.41 0.37 0.13
12 H 0.20 -1.94 1.79
13 H -2.27 2.64 0.69
14 C -0.14 2.21 0.48
15 H -1.02 -2.81 0.90
16 Ga 2.69 1.76 -0.67
17 C 1.48 -0.92 -0.30
18 C -1.63 1.98 0.12
19 N 3.10 0.52 0.81
20 C 0.05 -2.68 1.02
21 C 0.75 -2.31 -0.29
22 H 1.54 -0.48 1.75
23 H 0.70 -0.14 -0.30
24 H -2.91 -1.16 -1.20
25 H 0.60 3.24 -1.23
26 C -3.74 -0.80 -0.55
27 C -2.05 0.57 0.45
28 H 2.84 -1.55 1.23
29 C 0.69 2.25 -0.80
30 H 4.08 0.33 0.84
31 H 0.23 1.57 -1.58
32 H 3.59 3.06 -0.47
33 H 2.05 -0.88 -1.20
34 H -4.57 -0.58 -1.21
35 H -4.06 -1.58 0.12
36 H 0.21 1.43 1.16

Mulliken analysis output, partial charges in e: H 0.422; Yb 1.146; H 0.456; H -0.135; C -0.762; H 0.396; H 0.308; H -0.299; H 0.643; H -0.140; O -0.359; H 0.337; H 0.395; C -0.641; H 0.445; Ga 0.512; C 0.400; C -0.739; N -0.501; C -1.245; C -0.036; H 0.215; H -0.991; H -0.174; H 0.534; C -0.172; C -0.030; H 0.341; C -0.713; H 0.300; H -0.027; H -0.417; H 0.503; H 0.321; H 0.342; H 0.368


Record 3
# C17H19ClN4O2

C17H19ClN4O2 in the gas phase (wB97M-V/def2-TZVPD, the Open Molecules 2025 dataset).

The LUMO energy comes out at 0.486 eV. The multiplicity is 1. As for the SMILES: CCN1CCN(c2oc(COc3ccc(Cl)cc3)nc2C#N)CC1. The calculation puts the HOMO energy at -8.17 eV. The energy above the lowest of the compared OMol25 structures with the same formula, charge and spin is 63.8 kcal per mole.

CARTESIAN COORDINATES (ANGSTROEM)
1 H -5.20 1.40 3.89
2 C 0.02 0.01 -1.37
3 C -4.35 2.97 2.71
4 H -3.77 -0.60 -2.07
5 H 2.50 0.45 -2.12
6 C -2.06 0.54 -1.53
7 C -3.80 3.32 1.49
8 H -4.03 1.17 -1.96
9 H -4.97 -0.29 2.10
10 H -3.23 2.67 -0.46
11 H 4.42 -1.02 -1.57
12 H -0.02 -2.27 -0.27
13 H 3.87 -0.93 1.97
14 Cl -4.51 4.15 3.95
15 C 2.07 -2.46 0.25
16 H 2.68 0.31 -0.36
17 N 1.09 -0.78 -1.20
18 H 4.91 -0.28 0.68
19 C 4.49 -2.41 0.49
20 N 3.36 -2.39 -0.41
21 O -1.22 -0.51 -1.29
22 C 0.96 -2.15 -0.75
23 C 2.44 -0.24 -1.28
24 C -0.10 1.37 -1.65
25 H 4.35 -3.26 1.16
26 C 0.88 2.34 -1.82
27 N 1.70 3.14 -1.95
28 C -4.77 1.67 2.94
29 C -4.10 1.07 0.70
30 O -4.03 0.05 -0.21
31 H 5.38 -2.61 -0.11
32 H -3.47 4.33 1.31
33 H 1.98 -1.75 1.09
34 N -1.45 1.65 -1.74
35 H 1.94 -3.47 0.64
36 C 3.41 -1.41 -1.48
37 C -3.68 2.37 0.48
38 H 3.16 -1.90 -2.42
39 C -4.64 0.72 1.94
40 C 4.72 -1.14 1.32
41 H 5.60 -1.29 1.96
42 C -3.54 0.31 -1.50
43 H 1.02 -2.84 -1.60

Mulliken analysis output, partial charges in e: H 0.402; C 0.664; C 0.297; H 0.392; H 0.651; C 0.659; C -0.869; H 0.425; H 0.409; H 0.427; H 0.462; H 0.486; H 0.274; Cl -0.223; C -0.688; H 0.336; N 0.129; H 0.250; C -0.679; N 0.074; O -0.462; C -0.776; C -0.714; C 0.452; H 0.375; C 0.162; N -0.574; C -0.487; C 0.493; O -0.468; H 0.418; H 0.407; H 0.296; N -0.565; H 0.462; C -1.202; C -0.122; H 0.294; C -0.449; C -0.998; H 0.403; C -1.016; H 0.194


Record 4
# C4H15N2O2

3 unconnected molecules or ions with the total composition C4H15N2O2 (wB97M-V/def2-TZVPD, the Open Molecules 2025 dataset).

The LUMO energy (spin up / spin down) comes out at 0.426 / 0.416 eV. The multiplicity is 2. The calculation puts the HOMO energy (spin up / spin down) at -3.70 / -8.34 eV. The energy above the lowest of the compared OMol25 structures with the same formula, charge and spin is 8.7 kcal per mole.

CARTESIAN COORDINATES (ANGSTROEM)
1 C 1.79 0.37 -0.87
2 H -0.32 -1.83 -1.78
3 C -1.67 -1.10 -0.34
4 H -1.47 0.79 -2.05
5 O -0.51 0.03 1.82
6 H -2.31 -0.26 -0.05
7 H 0.00 1.44 -0.31
8 H 2.36 0.29 -1.81
9 H 1.72 -0.58 -0.34
10 O 1.24 1.72 2.84
11 N -1.91 -2.25 0.36
12 H 0.20 0.64 2.14
13 H -2.51 -2.18 1.16
14 H -1.36 -3.08 0.22
15 H 0.71 1.98 -1.77
16 H 1.94 1.20 3.22
17 H 2.50 1.07 -0.42
18 H 0.80 2.19 3.58
19 C 0.48 1.06 -1.22
20 C -0.53 0.26 -2.02
21 H -0.17 -0.80 2.14
22 H -0.15 0.12 -3.04
23 N -0.86 -1.06 -1.45

Mulliken analysis output, partial charges in e: C -1.239; H 0.243; C -0.319; H 0.350; O -0.573; H 0.303; H 0.233; H 0.400; H 0.254; O -0.675; N -0.367; H 0.363; H 0.195; H 0.142; H 0.358; H 0.328; H 0.349; H 0.313; C -0.146; C -0.989; H 0.262; H 0.402; N -0.185


Total energy in eV, matching the order above: -210235.0125 -97134.3733 -40514.0621 -11464.0328